Record 1
ORCA calculation (wB97M-V/def2-TZVPD) on 4 unconnected molecules or ions with the total composition C2H11NO5.

Bonds (Å) are listed after each position.
Geometry (Å):
1 O -0.473 2.038 -0.720  H11 0.918, H12 0.932
2 O 2.147 0.421 -1.733  C8 1.312, H14 1.070
3 O -2.818 1.492 1.104  H9 0.963, H15 0.890
4 O 2.063 -0.154 0.377  C8 1.241
5 O -0.459 -0.350 2.200  H10 1.004, H16 0.948
6 N 0.135 -2.188 -0.072  C7 1.544, H13 1.051, H19 1.123
7 C 0.809 -1.531 -1.296  N6 1.544, C8 1.546, H17 1.148, H18 1.036
8 C 1.721 -0.389 -0.793  O2 1.312, O4 1.241, C7 1.546
9 H -2.049 1.860 0.658  O3 0.963
10 H -0.723 0.575 2.487  O5 1.004
11 H -0.543 2.378 -1.570  O1 0.918
12 H 0.343 2.378 -0.426  O1 0.932
13 H -0.869 -1.923 0.092  N6 1.051
14 H 2.685 1.158 -1.174  O2 1.070
15 H -3.077 0.784 0.632  O3 0.890
16 H -0.854 -0.974 2.796  O5 0.948
17 H 1.362 -2.485 -1.617  C7 1.148
18 H -0.008 -1.205 -1.845  C7 1.036
19 H 0.607 -1.884 0.900  N6 1.123

Results
charge	+1
orbital gap (alpha / beta)	10.65 / 5.37	eV
highest occupied orbital energy (alpha / beta)	-14.193 / -14.191	eV
multiplicity	2
molecular weight	129.1	g mol⁻¹

Atomic charges from the natural (NBO) analysis, expressed in e, are listed below: -0.947, -0.632, -0.940, -0.570, -0.986, -0.242, -0.352, 0.765, 0.484, 0.523, 0.481, 0.474, 0.425, 0.536, 0.453, 0.484, 0.307, 0.263, 0.475

=====

Record 2
ORCA calculation (wB97M-V/def2-TZVPD) on 4 unconnected molecules or ions with the total composition C2H11O4.

Bonds (Å) are listed after each position.
Geometry (Å):
1 O -0.264 -2.182 -1.631  H8 0.990, H15 0.952
2 O 0.084 0.244 0.163  C6 1.406
3 O 1.986 -0.910 1.436  H7 1.006, H17 0.953
4 O -1.959 0.094 2.018  H12 0.953, H14 0.977
5 C 0.762 1.815 -1.497  C6 1.531, H10 1.096, H13 1.110, H16 1.087
6 C -0.406 1.258 -0.679  O2 1.406, C5 1.531, H9 1.105, H11 1.105
7 H 1.366 -0.449 0.792  O3 1.006
8 H -0.119 -1.321 -1.164  O1 0.990
9 H -1.252 0.938 -1.313  C6 1.105
10 H 1.453 1.008 -1.764  C5 1.096
11 H -0.753 2.055 0.004  C6 1.105
12 H -2.347 -0.741 1.777  O4 0.953
13 H 0.471 2.089 -2.533  C5 1.110
14 H -1.387 0.310 1.256  O4 0.977
15 H -1.196 -2.311 -1.489  O1 0.952
16 H 1.314 2.639 -1.051  C5 1.087
17 H 1.455 -0.973 2.225  O3 0.953

Results
charge	-1
orbital gap	8.11	eV
highest occupied orbital energy	-4.154	eV
molecular weight	99.1	g mol⁻¹

Atomic charges from the natural (NBO) analysis, expressed in e, are listed below: -0.980, -1.008, -1.018, -0.994, -0.636, -0.060, 0.520, 0.511, 0.116, 0.209, 0.126, 0.446, 0.171, 0.512, 0.446, 0.191, 0.448

=====

Record 3
ORCA calculation (wB97M-V/def2-TZVPD) on 4 unconnected molecules or ions with the total composition C2H11O4.

Bonds (Å) are listed after each position.
Geometry (Å):
1 O -0.686 -2.307 -1.018  H9 0.963, H17 0.972
2 O -1.605 1.302 1.966  H10 0.974, H11 0.963
3 O 0.132 -0.101 0.417  C5 1.377
4 O 2.318 -1.076 1.715  H14 0.972, H15 0.964
5 C 0.621 0.816 -0.486  O3 1.377, C6 1.522, H8 1.093, H12 1.090
6 C -0.395 1.169 -1.564  C5 1.522, H7 1.089, H13 1.084, H16 1.087
7 H -0.002 1.947 -2.217  C6 1.089
8 H 0.936 1.718 0.045  C5 1.093
9 H -0.873 -2.982 -0.356  O1 0.963
10 H -0.945 0.785 1.471  O2 0.974
11 H -2.403 0.764 1.923  O2 0.963
12 H 1.509 0.383 -0.949  C5 1.090
13 H -1.323 1.500 -1.112  C6 1.084
14 H 1.530 -0.676 1.312  O4 0.972
15 H 2.213 -2.022 1.556  O4 0.964
16 H -0.632 0.310 -2.186  C6 1.087
17 H -0.395 -1.528 -0.516  O1 0.972

Results
charge	0
orbital gap (alpha / beta)	12.06 / 7.91	eV
highest occupied orbital energy (alpha / beta)	-11.441 / -11.409	eV
multiplicity	2
molecular weight	99.1	g mol⁻¹

Atomic charges from the natural (NBO) analysis, expressed in e, are listed below: -0.961, -0.928, -0.350, -0.937, -0.142, -0.633, 0.227, 0.195, 0.467, 0.464, 0.468, 0.263, 0.229, 0.467, 0.466, 0.229, 0.475

=====

Record 4
ORCA calculation (wB97M-V/def2-TZVPD) on 5 unconnected molecules or ions with the total composition C2H11O6.

Bonds (Å) are listed after each position.
Geometry (Å):
1 O 0.249 3.036 -0.695  H9 0.983, H11 0.965
2 O 0.385 -1.304 0.726  C8 1.250
3 O 2.646 1.055 -1.310  H12 0.981, H14 0.965
4 O -0.588 -3.660 1.456  H16 0.974, H18 1.000
5 O 0.979 0.829 0.899  C8 1.264
6 O -0.391 -0.899 -3.232  H10 0.971, H13 0.963
7 C -1.150 0.251 1.733  C8 1.521, H15 1.101, H17 1.088, H19 1.097
8 C 0.182 -0.131 1.106  O2 1.250, O5 1.264, C7 1.521
9 H 0.500 2.444 0.048  O1 0.983
10 H 0.249 -0.557 -2.586  O6 0.971
11 H -0.307 2.456 -1.231  O1 0.965
12 H 2.240 1.054 -0.416  O3 0.981
13 H -1.185 -1.073 -2.715  O6 0.963
14 H 2.177 1.773 -1.753  O3 0.965
15 H -1.028 0.829 2.662  C7 1.101
16 H -1.374 -3.612 0.883  O4 0.974
17 H -1.684 0.875 1.018  C7 1.088
18 H -0.202 -2.756 1.274  O4 1.000
19 H -1.699 -0.610 2.134  C7 1.097

Results
charge	-1
orbital gap	9.11	eV
highest occupied orbital energy	-5.735	eV
molecular weight	131.1	g mol⁻¹

Atomic charges from the natural (NBO) analysis, expressed in e, are listed below: -0.987, -0.762, -0.992, -1.000, -0.828, -0.957, -0.736, 0.788, 0.509, 0.493, 0.456, 0.508, 0.464, 0.460, 0.211, 0.443, 0.214, 0.508, 0.208

=====

Record 5
ORCA calculation (wB97M-V/def2-TZVPD) on 3 unconnected molecules or ions with the total composition C2H12N2O2.

Bonds (Å) are listed after each position.
Geometry (Å):
1 O 6.418 -2.484 -2.488  H12 0.996, H13 0.994
2 O -2.950 -2.587 0.969  H7 0.938, H10 0.946
3 N -0.768 0.009 1.434  C5 1.484, H8 1.002, H16 1.007
4 N -0.283 2.004 -0.207  C5 1.491, C6 1.473, H18 0.979
5 C 0.011 1.200 1.014  N3 1.484, N4 1.491, H11 1.115, H15 1.091
6 C -1.576 1.899 -0.905  N4 1.473, H9 1.117, H14 1.161, H17 1.142
7 H -2.069 -2.836 1.173  O2 0.938
8 H -0.587 -0.680 0.730  N3 1.002
9 H -1.631 2.481 -1.858  C6 1.117
10 H -3.416 -2.479 1.785  O2 0.946
11 H 1.070 0.852 1.003  C5 1.115
12 H 6.011 -2.120 -1.654  O1 0.996
13 H 5.652 -2.982 -2.878  O1 0.994
14 H -2.493 1.958 -0.195  C6 1.161
15 H -0.139 2.003 1.737  C5 1.091
16 H -1.756 0.061 1.620  N3 1.007
17 H -1.596 0.829 -1.304  C6 1.142
18 H 0.102 2.873 0.025  N4 0.979

Results
charge	-1
orbital gap (alpha / beta)	1.93 / 8.32	eV
highest occupied orbital energy (alpha / beta)	1.149 / -5.085	eV
multiplicity	2
molecular weight	96.1	g mol⁻¹

Atomic charges from the natural (NBO) analysis, expressed in e, are listed below: -0.993, -1.209, -0.987, -0.688, -0.176, -0.501, 0.383, 0.334, 0.194, 0.370, 0.167, 0.447, 0.456, 0.161, 0.143, 0.358, 0.197, 0.344

=====

Record 6
ORCA calculation (wB97M-V/def2-TZVPD) on 3 unconnected molecules or ions with the total composition C2H12N2O2.

Bonds (Å) are listed after each position.
Geometry (Å):
1 O 0.433 -2.531 -0.408  H10 0.949, H15 0.986
2 O -2.988 -1.546 0.636  H7 0.975, H9 0.976
3 N -0.693 1.286 -0.665  C6 1.440, H11 1.004, H16 0.993
4 N 1.959 0.225 -0.627  C5 1.486, H17 1.003, H18 0.992
5 C 1.514 0.947 0.594  N4 1.486, C6 1.549, H13 1.087, H14 1.091
6 C 0.073 1.514 0.532  N3 1.440, C5 1.549, H8 1.103, H12 1.088
7 H -2.276 -1.203 1.207  O2 0.975
8 H -0.545 1.151 1.371  C6 1.103
9 H -2.514 -1.730 -0.197  O2 0.976
10 H -0.257 -2.977 0.067  O1 0.949
11 H -1.238 0.473 -0.891  N3 1.004
12 H 0.094 2.577 0.767  C6 1.088
13 H 1.715 0.282 1.429  C5 1.087
14 H 2.201 1.788 0.691  C5 1.091
15 H 0.088 -2.369 -1.317  O1 0.986
16 H -0.809 2.078 -1.252  N3 0.993
17 H 1.646 -0.725 -0.557  N4 1.003
18 H 1.599 0.761 -1.381  N4 0.992

Results
charge	0
orbital gap	8.95	eV
highest occupied orbital energy	-8.736	eV
molecular weight	96.1	g mol⁻¹

Atomic charges from the natural (NBO) analysis, expressed in e, are listed below: -0.946, -0.928, -0.886, -0.841, -0.243, -0.243, 0.471, 0.171, 0.458, 0.475, 0.375, 0.195, 0.191, 0.177, 0.475, 0.373, 0.371, 0.355

=====

Record 7
ORCA calculation (wB97M-V/def2-TZVPD) on 3 unconnected molecules or ions with the total composition C2H12N2O2.

Bonds (Å) are listed after each position.
Geometry (Å):
1 O 1.882 3.097 1.449  H9 0.964, H10 0.965
2 O 1.148 -5.473 -3.762  H15 0.966, H17 0.964
3 N -1.445 2.002 0.579  C5 1.467, H11 1.012, H13 1.014
4 N -0.354 -0.430 -0.780  C6 1.470, H12 1.013, H16 1.014
5 C -0.900 0.869 1.336  N3 1.467, C6 1.518, H7 1.104, H18 1.096
6 C 0.121 0.124 0.495  N4 1.470, C5 1.518, H8 1.088, H14 1.086
7 H -0.423 1.184 2.281  C5 1.104
8 H 0.962 0.778 0.277  C6 1.088
9 H 2.372 2.513 2.038  O1 0.964
10 H 0.990 3.068 1.817  O1 0.965
11 H -1.932 2.654 1.180  N3 1.012
12 H -0.744 0.324 -1.333  N4 1.013
13 H -0.697 2.505 0.114  N3 1.014
14 H 0.516 -0.705 1.076  C6 1.086
15 H 0.299 -5.286 -4.183  O2 0.966
16 H -1.162 -1.012 -0.589  N4 1.014
17 H 1.108 -6.413 -3.548  O2 0.964
18 H -1.742 0.200 1.552  C5 1.096

Results
charge	0
orbital gap	10.13	eV
highest occupied orbital energy	-9.375	eV
molecular weight	96.1	g mol⁻¹

Atomic charges from the natural (NBO) analysis, expressed in e, are listed below: -0.932, -0.934, -0.852, -0.814, -0.232, -0.236, 0.155, 0.195, 0.469, 0.465, 0.359, 0.354, 0.354, 0.191, 0.468, 0.342, 0.466, 0.183